Here is 13 unconnected molecules or ions with the total composition C4H32N2O14 at a distorted geometry from OMol25. Energies are from ωB97M-V with the def2-TZVPD basis set.

* Kohn-Sham gap: 10.436 eV
* DFT total energy: -1334.42111 Eh
* total charge: 0
* HOMO: -0.3799 Eh

Positions of all 52 atoms, in Å:
O -0.844 2.228 1.647
C -0.982 1.559 0.665
N -0.007 0.505 0.365
C 1.150 0.171 1.233
N 2.296 -0.167 0.412
O 1.164 0.402 2.432
C -2.172 1.512 -0.239
C -3.373 1.055 0.676
H 0.046 0.069 -0.579
H 2.129 -0.770 -0.387
H 3.045 -0.543 0.896
H -2.385 2.610 -0.674
H -1.924 0.815 -1.126
H -2.982 0.251 1.328
H -3.648 1.872 1.272
H -4.137 0.840 0.037
H 3.017 2.142 -0.374
H 3.772 1.665 -1.537
O 3.395 2.363 -1.146
H 1.798 3.331 1.241
H 1.099 2.580 2.135
O 1.700 3.251 2.182
H 0.944 3.470 -1.692
H 1.167 1.947 -2.042
O 0.491 2.580 -1.956
H 0.142 -0.292 3.800
H -0.510 1.015 3.615
O -0.713 0.181 3.994
H -0.998 -3.051 0.309
H -0.753 -1.447 0.715
O -1.024 -2.115 -0.054
H 2.768 -1.644 -3.358
H 1.669 -1.283 -2.223
O 2.530 -1.632 -2.380
H -2.386 -1.844 2.912
H -1.583 -0.624 2.957
O -1.714 -1.349 2.361
H 1.289 -3.222 2.058
H 1.144 -2.020 3.058
O 1.528 -2.331 2.237
H -0.031 0.038 -2.780
H -0.665 -1.422 -2.193
O 0.195 -0.829 -2.126
H -1.298 0.593 -4.040
H -0.597 1.860 -3.344
O -0.500 1.062 -3.802
H -2.935 -0.765 -1.532
H -2.059 -1.964 -0.977
O -2.311 -1.343 -1.961
H 2.132 -3.842 -0.774
H 0.711 -3.349 -0.759
O 1.213 -4.120 -0.483

So, what does the Mulliken scheme give us? The charges, in e, come out as: O -0.621; C 0.081; N 1.404; C 0.106; N -0.072; O -0.767; C 0.488; C -1.435; H -0.133; H -0.037; H 0.310; H 0.306; H -0.343; H 0.245; H 0.436; H 0.541; H 0.258; H 0.298; O -0.630; H 0.336; H 0.290; O -0.652; H 0.314; H 0.321; O -0.676; H 0.407; H 0.392; O -0.824; H 0.301; H 0.161; O -0.510; H 0.276; H 0.339; O -0.741; H 0.224; H 0.374; O -0.587; H 0.284; H 0.262; O -0.520; H 0.298; H 0.327; O -0.715; H 0.347; H 0.344; O -0.655; H 0.266; H 0.495; O -0.913; H 0.341; H 0.348; O -0.686

***

Here is 12 unconnected molecules or ions with the total composition C4H32N2O14 at a distorted geometry from OMol25. Energies are from ωB97M-V with the def2-TZVPD basis set.

* spin multiplicity: 2
* Kohn-Sham gap (alpha / beta): 10.454 / 4.378 eV
* DFT total energy: -1334.17226 Eh
* total charge: +1
* HOMO (alpha / beta): -0.4971 / -0.4970 Eh
* <S²>: 0.7555

Positions of all 52 atoms, in Å:
O -1.321 -0.369 -3.434
C -0.549 0.128 -2.636
C -0.175 -0.690 -1.375
C -0.362 0.160 -0.118
C 0.395 -0.299 1.151
N 0.951 0.896 1.849
O -0.258 -1.030 2.007
N -1.064 -1.914 -1.335
H -0.137 1.137 -2.751
H 0.943 -1.063 -1.488
H -0.060 1.154 -0.389
H -1.407 0.236 0.176
H 1.076 0.619 2.834
H 1.731 1.195 1.448
H -1.945 -1.706 -0.832
H -0.532 -2.708 -0.867
H -1.518 0.948 3.966
H -1.231 -0.371 3.069
O -1.936 0.148 3.587
H 2.082 -1.458 1.389
H 4.195 0.307 -1.488
O 1.515 -1.094 0.649
H -2.915 -2.235 0.852
H -3.290 -0.709 0.635
O -3.281 -1.600 0.168
H -2.093 2.060 1.298
H -0.625 2.228 1.702
O -1.377 2.704 1.384
H -1.824 -3.461 2.501
H -1.080 -2.219 1.834
O -1.638 -3.117 1.638
H -1.191 4.038 -1.429
H -0.846 3.309 -0.133
O -0.473 3.602 -0.949
H 0.980 2.897 -1.468
H 2.379 3.198 -2.062
O 1.805 2.497 -1.805
H 0.958 -2.742 0.337
H -0.166 -3.622 0.830
O 0.511 -3.499 0.107
H -4.146 0.994 1.683
H -2.799 0.527 2.300
O -3.235 0.774 1.443
H 2.972 -0.062 -2.917
H 1.984 0.964 -2.692
O 2.065 0.080 -2.960
H 2.656 1.465 -0.766
H 2.576 0.034 -0.054
O 3.206 0.820 -0.223
H 5.107 -0.880 -2.085
H -1.278 -2.218 -2.303
O 4.666 -0.052 -2.277

So, what does the Mulliken scheme give us? The charges, in e, come out as: O -0.512; C -0.106; C -0.418; C 0.023; C 0.543; N -0.265; O -0.599; N 0.156; H 0.310; H 0.476; H -0.586; H 0.374; H 0.295; H 0.295; H 0.284; H 0.472; H 0.351; H 0.442; O -0.766; H 0.397; H 0.425; O -0.925; H 0.483; H 0.408; O -0.873; H 0.501; H 0.373; O -0.831; H 0.280; H 0.513; O -0.770; H 0.277; H 0.385; O -0.651; H 0.252; H 0.233; O -0.561; H 0.478; H 0.467; O -0.896; H 0.318; H 0.414; O -0.833; H 0.494; H 0.256; O -0.673; H 0.500; H 0.668; O -0.895; H 0.295; H 0.481; O -0.761

***

Here is 10 unconnected molecules or ions with the total composition C4H32N3O9 at a distorted geometry from OMol25. Energies are from ωB97M-V with the def2-TZVPD basis set.

* Kohn-Sham gap: 9.156 eV
* DFT total energy: -1012.69572 Eh
* total charge: +1
* HOMO: -0.4373 Eh

Positions of all 48 atoms, in Å:
N -2.197 1.203 -2.394
C -0.851 0.724 -1.766
C -1.234 0.450 -0.227
C -1.237 -1.178 -0.010
N 0.063 -1.699 -0.150
C 0.312 1.669 -2.177
N 0.159 1.800 -3.551
H -1.963 1.448 -3.443
H -3.002 0.364 -2.414
H -2.596 1.941 -1.732
H -0.616 -0.374 -2.255
H -2.127 1.025 0.048
H -0.472 0.658 0.529
H -2.007 -1.653 -0.630
H -1.679 -1.269 1.071
H 0.729 -1.510 0.625
H 0.409 -1.522 -1.050
H 0.048 2.738 -1.664
H 1.209 1.085 -1.897
H 0.836 1.242 -4.097
H 0.151 2.828 -3.804
H -0.884 -0.447 4.209
H -2.546 -0.078 4.138
O -1.764 -0.733 3.915
H 1.429 1.487 3.787
H 0.834 1.706 2.497
O 0.577 1.206 3.369
H -0.781 -3.245 2.041
H -1.571 -2.511 3.055
O -1.163 -3.327 2.933
H -2.800 3.621 0.603
H -3.088 2.496 1.475
O -3.153 2.797 0.560
H 1.687 -0.099 2.584
H 1.725 -1.684 2.578
O 2.115 -0.894 2.201
H 3.311 1.517 2.569
H 3.114 1.785 1.218
O 2.615 1.752 2.004
H 4.664 -0.374 0.671
H 3.270 -0.830 0.513
O 3.941 -0.536 -0.047
H 2.646 -1.370 -2.408
H 1.483 -1.469 -3.402
O 1.883 -0.937 -2.758
H -0.141 -3.741 -2.946
H -0.819 -3.188 -1.722
O -0.524 -2.872 -2.649

So, what does the Mulliken scheme give us? The charges, in e, come out as: N -0.292; C 0.274; C -0.327; C -0.525; N -0.204; C -0.642; N -0.489; H 0.439; H 0.402; H 0.329; H -0.030; H 0.574; H -0.264; H 0.358; H 0.062; H 0.193; H 0.236; H 0.353; H 0.176; H 0.247; H 0.222; H 0.306; H 0.308; O -0.658; H 0.327; H 0.321; O -0.659; H 0.331; H 0.308; O -0.625; H 0.292; H 0.301; O -0.609; H 0.451; H 0.256; O -0.650; H 0.279; H 0.242; O -0.606; H 0.295; H 0.330; O -0.638; H 0.258; H 0.252; O -0.529; H 0.317; H 0.334; O -0.626

***

Here is 12 unconnected molecules or ions with the total composition C4H32N8O12 at a distorted geometry from OMol25. Energies are from ωB97M-V with the def2-TZVPD basis set.

* Kohn-Sham gap: 8.839 eV
* DFT total energy: -1512.71681 Eh
* total charge: 0
* SMILES string: NC(N)=O.NC(N)=O.NC(N)=O.NC(N)=O.O.O.O.O.O.O.O.O
* HOMO: -0.3480 Eh

Positions of all 56 atoms, in Å:
N 3.862 -3.921 -0.461
C 4.332 -2.714 -0.019
N 3.585 -1.690 -0.496
O 5.241 -2.664 0.804
H 4.182 -4.743 0.016
H 2.950 -3.901 -0.890
H 3.689 -0.772 -0.108
H 2.813 -2.013 -1.057
N -0.994 3.054 -2.107
C -1.979 3.952 -1.867
N -2.475 4.599 -2.974
O -2.397 4.203 -0.738
H -0.497 3.262 -2.955
H -0.520 2.735 -1.275
H -2.122 4.301 -3.865
H -3.398 4.979 -2.877
N 0.320 -0.588 -0.562
C 0.070 -0.051 0.656
N -0.825 -0.738 1.404
O 0.589 0.997 1.085
H 0.925 -0.125 -1.226
H -0.297 -1.326 -0.841
H -1.324 -0.379 2.199
H -1.144 -1.602 0.987
N -4.559 1.428 0.794
C -3.412 1.228 1.478
N -2.488 2.195 1.353
O -3.232 0.218 2.183
H -5.240 0.695 0.874
H -4.656 2.164 0.119
H -1.727 2.183 2.017
H -2.612 3.063 0.846
O 1.197 -2.909 2.876
H 1.032 -2.616 1.974
H 2.156 -2.969 2.943
O -0.350 2.108 3.643
H 0.213 1.602 3.039
H 0.204 2.836 3.939
O 1.274 -3.186 -2.023
H 0.506 -3.205 -1.436
H 1.086 -3.853 -2.696
O 2.416 -1.454 -3.853
H 2.289 -0.558 -3.514
H 1.902 -2.032 -3.266
O 2.086 0.898 -2.228
H 2.756 1.456 -2.637
H 2.196 1.061 -1.280
O -2.610 -1.419 4.406
H -2.787 -0.913 3.598
H -3.349 -2.030 4.477
O 2.408 2.785 0.069
H 1.771 2.380 0.685
H 2.501 3.697 0.361
O -1.609 -3.080 -0.259
H -1.718 -4.013 -0.480
H -2.231 -2.618 -0.836

So, what does the Mulliken scheme give us? The charges, in e, come out as: N -0.395; C 0.610; N -0.112; O -0.668; H 0.218; H 0.226; H 0.081; H 0.125; N -0.290; C 0.556; N -0.441; O -0.732; H 0.205; H 0.221; H 0.178; H 0.258; N 0.258; C 0.441; N 0.228; O -0.796; H -0.100; H 0.137; H -0.123; H 0.125; N -0.403; C 0.495; N -0.165; O -0.748; H 0.240; H 0.178; H 0.073; H 0.332; O -0.629; H 0.259; H 0.331; O -0.661; H 0.342; H 0.282; O -0.637; H 0.263; H 0.300; O -0.660; H 0.394; H 0.363; O -0.707; H 0.329; H 0.112; O -0.649; H 0.489; H 0.289; O -0.647; H 0.424; H 0.292; O -0.669; H 0.268; H 0.313